Entry 1:
27
Properties=species:S:1:pos:R:3:forces:R:3 method="wB97M-V/def2-TZVPD" e_above_lowest_kj_mol=300.40 gap_ev="8.76 / 6.84" e_homo_ev="-9.183 / -8.653" largest_force_ha_per_bohr=0.0317 spin_multiplicity=1
Br -3.773554 2.404510 -2.154184 0.3 -0.2 0.1
S -0.724910 2.901864 -2.628709 -0.9 -0.5 0.3
O -1.188781 4.132346 -3.295335 0.2 0.0 0.0
O 1.166732 0.272298 -2.443751 0.0 0.1 -0.4
C -0.296055 -0.288990 -0.560205 -1.2 1.0 -0.4
C -1.047062 -0.051491 1.894391 0.1 -0.1 -0.2
C 0.276038 -2.284274 0.520760 0.1 -0.1 0.2
C 0.066958 0.096123 0.865846 0.0 0.2 0.0
C 0.949478 -0.135284 -1.341489 0.5 -0.2 0.6
C 1.122732 -1.045188 0.882532 0.2 -0.2 0.0
C 0.635535 1.506843 0.996551 -0.1 -0.2 -0.1
C 1.980674 -0.707742 -0.349352 0.3 -0.1 0.0
C -1.983349 2.035163 -2.050723 0.7 0.3 -0.1
C -0.716045 -1.727150 -0.543118 -0.2 -0.2 -0.2
H -1.580538 -0.991235 1.820951 -0.1 -0.1 0.0
H -0.242535 -2.672355 1.395450 0.0 -0.1 0.0
H 0.890444 -3.084761 0.112129 0.0 0.0 0.0
H -0.587071 -2.196100 -1.519050 -0.1 0.0 0.1
H 2.756116 0.028176 -0.143641 0.0 0.0 0.0
H -0.625302 0.023919 2.895233 0.0 0.0 0.1
H 1.393990 1.732236 0.255265 0.2 0.1 -0.1
H 1.697648 -1.152085 1.802444 0.0 0.0 0.1
H 2.460809 -1.582769 -0.789850 0.0 0.0 0.0
H -1.765074 0.753297 1.764887 -0.1 0.1 0.0
H -1.756546 -1.840936 -0.241796 0.0 0.0 0.0
H 1.058892 1.644664 1.988606 0.1 0.1 0.1
H -0.169223 2.228922 0.866160 0.0 0.1 0.0


Entry 2:
110
Properties=species:S:1:pos:R:3:forces:R:3 method="wB97M-V/def2-TZVPD" gap_ev=6.90 e_homo_ev=-8.007 largest_force_ha_per_bohr=0.1740 spin_multiplicity=1
Cl -2.238347 -4.711976 4.628348 1.6 -0.4 -0.5
Cl -1.464223 -2.719999 6.568343 1.6 -0.1 0.3
P -0.989305 -4.427314 -0.530329 1.2 -8.0 3.9
P 2.011744 0.272490 -1.834279 -7.5 -1.9 -4.0
P -0.026034 7.589098 -2.389175 0.5 0.7 8.8
F -1.016752 -5.725962 8.391215 3.4 1.4 -0.6
F 0.612814 -4.002412 8.545205 -1.1 -3.3 -0.8
F 1.015098 -6.090496 9.339645 -1.7 2.1 -2.4
O 3.513529 -6.812400 4.893787 -5.0 2.6 1.4
O 1.023915 6.484205 -2.176667 -0.5 0.0 -4.5
O 1.131771 -6.484148 4.675731 2.2 -0.1 1.5
O 2.351150 -1.193801 -2.158760 3.6 1.4 2.2
O -0.664610 -3.906412 0.882335 -0.7 3.9 -2.1
O 1.243328 -7.336610 7.200047 -1.8 0.9 -0.3
O 2.258739 -5.479781 6.453155 -1.1 -1.2 -0.9
N 0.944407 8.777012 -1.581972 0.8 0.8 -0.4
N -1.107279 6.891309 -1.225494 -0.9 -0.9 0.1
N -1.254466 8.830873 -2.716302 -0.1 -1.6 -3.2
N 1.610142 0.625304 -3.485395 0.5 0.3 -1.2
N -2.305426 -5.382589 0.059519 -1.4 0.2 0.1
N 0.428496 -5.426332 -0.557508 1.3 0.0 -0.3
N -1.347169 -4.973827 -2.182232 0.6 3.5 -0.8
N 1.706770 1.978873 -1.444555 3.6 0.0 0.6
N 0.556263 -0.166416 -1.001329 -0.3 -0.2 1.1
C 0.360485 -5.365698 8.281654 0.9 -0.2 2.3
C 2.206326 9.099700 -2.253815 0.3 -0.5 0.0
C -0.227195 -4.889741 -3.150067 0.6 -0.3 -0.3
C 0.759411 -0.953487 0.219121 0.1 -0.5 -0.2
C -0.000575 -3.261343 5.584859 -0.4 1.0 -2.3
C 0.970958 -5.921710 6.905604 -0.4 -2.4 -0.3
C -2.627056 8.333874 -2.973130 -0.6 -0.1 0.3
C -2.836406 -6.622550 -0.488926 -0.1 0.0 -0.5
C 0.496273 9.958940 -0.858791 -0.4 0.3 -0.2
C 0.206000 -2.108877 4.437120 0.7 0.1 0.9
C -2.419280 -4.138778 -2.777517 -0.7 -0.2 0.0
C -3.424655 -4.609950 0.608675 0.2 0.2 0.5
C -0.656325 0.623236 -0.838875 0.1 0.5 0.1
C 0.387530 -6.874653 -0.469663 -0.3 -0.1 -0.8
C 2.443937 -6.317870 5.268904 1.1 -1.3 -0.6
C 0.255249 0.869416 -3.943815 0.0 0.7 0.3
C 2.311632 -0.146213 -4.514204 0.3 -0.1 0.3
C -1.380390 7.486581 0.070144 -0.5 0.6 -0.3
C 2.368397 2.974218 -2.321576 -0.1 0.5 -0.5
C -0.898075 9.595318 -3.936905 0.4 0.6 0.0
C 1.585056 -4.952428 0.206571 -0.2 0.5 0.0
C 2.206073 2.289880 -0.082697 -0.4 0.0 0.6
C -1.048990 5.436465 -1.060176 0.2 0.0 -0.4
C 0.076090 -5.987544 5.581221 0.3 1.2 -1.2
C -0.385751 -4.638949 4.831866 0.0 0.2 0.8
H -0.158384 -7.305490 -1.312961 -0.2 0.0 0.1
H 2.068201 9.848754 -3.041474 0.1 0.2 0.0
H -3.403661 -6.471501 -1.415923 -0.1 -0.1 -0.1
H 1.480617 -5.169054 1.276854 0.1 0.1 0.1
H 0.978972 -0.315859 1.083362 -0.1 0.1 0.2
H -0.853195 -6.677013 5.589301 1.9 0.7 0.3
H 2.280990 0.367133 -5.480698 -0.2 0.2 0.1
H -0.535420 1.450965 -0.128731 -0.1 0.1 0.1
H -0.045238 -7.220080 0.474627 -0.1 -0.1 0.1
H -2.129379 6.909424 0.623726 0.2 -0.2 -0.2
H 2.941671 9.486235 -1.542437 -0.1 0.0 0.0
H 0.078055 -4.656905 3.778397 -0.9 0.0 1.7
H -4.113119 -4.279246 -0.177157 -0.2 -0.1 0.0
H 2.508910 -5.421169 -0.146246 -0.2 -0.2 -0.1
H -0.207048 5.133623 -0.426097 0.0 -0.1 0.0
H -0.482449 7.553986 0.692259 0.1 0.1 0.1
H -3.278376 9.147852 -3.307607 0.4 0.1 -0.2
H -3.516842 -7.095909 0.227943 0.0 0.3 0.1
H -0.172843 1.749702 -3.457395 -0.1 -0.2 0.2
H -0.842125 8.939720 -4.810984 -0.2 0.2 -0.1
H -2.672581 -4.482427 -3.783331 0.2 0.0 0.1
H 0.130009 10.752468 -1.522091 0.0 0.1 0.0
H 2.659309 8.218490 -2.715793 -0.2 0.0 0.1
H -0.339269 -1.160400 4.786191 0.7 -1.5 -0.8
H -1.969633 5.054326 -0.607796 0.0 0.3 0.0
H 3.438571 2.767340 -2.419438 0.0 0.2 0.0
H -3.086224 -3.719264 1.144918 0.2 -0.2 -0.1
H -1.035861 1.032126 -1.768211 0.3 0.1 -0.1
H 1.331135 -1.829097 4.438245 -1.8 -0.6 -0.3
H -0.126352 -1.549383 0.452905 0.1 0.1 0.0
H -0.274810 9.752769 -0.125768 -0.1 -0.2 -0.2
H -2.077886 -7.372874 -0.678976 0.2 0.2 -0.1
H -3.105191 7.943874 -2.075944 0.4 -0.1 0.0
H 1.997626 3.328705 0.184568 0.0 -0.1 -0.2
H 1.721577 -3.875958 0.079006 -0.1 -0.2 0.1
H 0.389303 -7.820750 7.057551 1.1 0.4 0.3
H 1.717804 1.678133 0.676617 -0.1 -0.2 -0.1
H -3.994335 -5.203348 1.329613 0.1 -0.1 -0.1
H -1.628051 10.384049 -4.134035 0.0 -0.2 0.1
H -2.118491 -3.088067 -2.828749 0.0 0.0 -0.2
H 0.547861 -5.630000 -2.957884 -0.1 0.2 0.3
H 0.229694 -3.895453 -3.143391 0.0 -0.1 -0.2
H 0.066013 10.094179 -3.834486 0.1 -0.1 0.2
H 0.234845 1.122306 -5.009860 0.3 -0.2 0.1
H 1.321009 10.385141 -0.276670 0.1 -0.2 -0.2
H -0.575192 -5.104138 -4.165860 -0.4 0.2 0.2
H -3.341760 -4.191778 -2.198425 0.1 -0.1 0.2
H 0.976734 -3.286291 6.170319 -1.8 -0.3 -0.4
H -1.472223 -0.004110 -0.461667 0.3 -0.2 0.1
H 3.283550 2.115542 -0.007988 0.0 0.2 0.1
H 2.246729 3.986637 -1.922683 0.0 -0.2 0.3
H -0.954933 4.937479 -2.028216 0.2 0.1 0.2
H -0.395703 0.002089 -3.792668 -0.1 0.0 0.0
H 1.390243 -7.307446 -0.557156 0.0 0.3 0.1
H -2.629626 7.552060 -3.738632 -0.2 0.1 0.0
H -0.126467 -2.471742 3.403072 0.4 0.7 1.5
H 1.586414 -1.660705 0.116729 -0.1 0.2 -0.2
H -1.837437 8.473488 -0.037927 0.2 0.1 0.0
H 1.872696 -1.142624 -4.643944 0.1 -0.1 0.0
H 3.369069 -0.260048 -4.262727 -0.2 -0.1 0.0
H 1.929225 3.013007 -3.317085 0.0 -0.3 0.1


Entry 3:
16
Properties=species:S:1:pos:R:3:forces:R:3 method="wB97M-V/def2-TZVPD" e_above_lowest_kj_mol=43.47 gap_ev=10.87 e_homo_ev=-9.739 largest_force_ha_per_bohr=0.0058 spin_multiplicity=1
O -1.062290 1.141654 0.833605 -0.1 0.0 0.1
C -0.960511 -0.267759 0.912612 0.0 -0.3 0.0
C 0.221840 -0.672654 -0.004922 -0.1 0.0 0.0
C 0.970884 0.669335 -0.195877 0.0 0.0 0.0
C 0.275102 1.598341 0.802448 0.3 0.1 0.0
C -0.260362 -1.279134 -1.320841 0.0 0.0 -0.1
H 0.574739 -1.489802 -1.998844 -0.1 0.0 0.1
H 2.048863 0.590658 -0.022457 -0.2 0.0 0.0
H -0.776149 -0.569421 1.956877 0.0 0.0 -0.1
H 0.867148 -1.395857 0.508372 -0.1 0.1 0.0
H -1.917815 -0.695114 0.594769 0.2 0.1 0.0
H -0.941687 -0.583401 -1.826055 0.1 -0.1 0.1
H 0.733715 1.506435 1.803705 -0.1 0.0 -0.2
H 0.272929 2.652548 0.515264 0.0 -0.1 0.0
H -0.801746 -2.217968 -1.152475 0.1 0.1 0.0
H 0.820594 1.041202 -1.216468 0.0 -0.1 0.2


Entry 4:
115
Properties=species:S:1:pos:R:3:forces:R:3 method="wB97M-V/def2-TZVPD" e_above_lowest_kj_mol=209.53 gap_ev="5.59 / 5.79" e_homo_ev="-12.650 / -12.766" total_charge=+2 largest_force_ha_per_bohr=0.0899 spin_multiplicity=2
Re 2.409850 -1.048093 1.127868 -1.2 -1.2 1.7
S 0.362257 -3.372372 0.543290 -0.5 0.6 -0.3
S 2.468522 -1.034694 -1.249533 0.5 0.0 0.7
S 2.839144 1.515642 1.129152 0.7 -1.1 -0.3
S 0.265287 -0.212645 1.981039 0.4 0.6 0.1
O 2.597820 -1.902404 5.294862 -0.1 -0.3 -0.5
O 2.679799 -1.449567 3.142086 0.0 -0.1 -4.6
O -0.342012 -3.718270 1.740344 0.2 -0.7 0.0
O -0.055866 -2.138061 -0.098223 -0.2 -0.9 -0.5
N -0.201573 1.797144 -1.855205 -0.4 0.5 0.2
N -0.847921 2.895635 1.155448 -0.7 -0.2 -0.3
N -1.375791 0.280873 0.239352 -0.1 -0.8 1.3
N 0.574014 0.886518 -1.257288 0.9 -0.6 -0.9
N -2.389857 0.295097 -0.574776 -0.2 0.4 -0.8
N 4.287954 -1.901820 1.040707 0.2 0.4 0.0
N 1.948984 -3.039250 0.898916 -0.9 2.8 -0.2
N 0.241340 2.225514 0.817518 1.1 0.9 0.5
C -0.212751 -5.913895 -0.305047 -0.1 -0.1 0.1
C 4.258098 -3.251997 1.158389 -0.2 -1.2 -0.1
C -1.325576 -0.445257 1.353580 -0.6 -0.3 -0.3
C -3.449737 -0.409075 -0.233783 0.1 0.0 0.1
C -1.875026 2.200333 -4.769755 0.0 0.1 0.2
C 0.916045 1.426118 -3.897686 0.1 -0.3 0.6
C -2.034670 4.613670 2.336755 -0.3 0.0 0.1
C 6.652093 -3.314942 1.392186 -0.1 0.3 -0.1
C 0.187586 -6.648138 -2.554698 0.0 -0.1 0.1
C 4.071392 -6.025372 1.299828 0.9 0.0 0.2
C 0.683470 -4.383044 -1.950229 0.1 0.1 -0.2
C 1.651508 3.883773 1.758133 -0.4 0.1 0.1
C -0.079661 2.070251 -3.123653 0.3 -0.1 -0.2
C 2.628096 -1.120311 4.376828 -0.1 1.7 3.2
C -4.600369 -0.449293 -1.203817 -0.2 0.0 -0.3
C 6.652636 -1.941850 1.278956 0.0 -0.3 0.0
C 0.516520 4.618855 1.998948 0.2 -0.5 -0.2
C -4.262527 0.363238 -2.452012 -0.1 -0.2 0.2
C -5.852337 0.132848 -0.533822 0.2 -0.1 -0.1
C 0.279403 -4.671706 -0.660681 0.1 0.3 0.5
C 2.747888 -0.255593 -4.084218 0.1 -0.1 -0.1
C -2.435954 -1.136276 1.849138 -0.2 0.2 -0.5
C -3.233870 3.755267 1.925888 0.2 0.1 0.1
C 2.907060 -5.275502 1.163672 -0.3 1.2 0.1
C 2.617966 0.393534 4.663894 0.2 -0.7 -0.1
C -2.385620 -1.866776 3.133122 0.1 -0.3 0.1
C -4.830028 -1.914000 -1.604503 0.1 0.2 0.0
C -0.301530 4.115126 -4.572278 0.0 -0.2 0.2
C 1.485199 2.574619 1.221668 -0.8 0.0 -0.2
C 2.972934 -3.884537 1.088385 1.9 -2.1 0.0
C 5.435481 -4.022330 1.307422 -0.5 0.2 -0.1
C -0.251497 -6.914346 -1.265101 0.0 0.2 0.1
C -1.954060 3.667878 -2.732534 0.1 -0.1 -0.1
C 1.703879 0.472166 -3.322533 -0.3 0.3 0.2
C -0.755985 4.033657 1.783893 0.3 0.0 0.0
C -3.518763 -1.102333 0.994257 0.6 0.2 0.3
C 5.446123 -1.268042 1.090604 0.2 0.0 0.0
C -2.235294 6.049128 1.845549 0.1 -0.2 0.0
C -1.900159 4.592287 3.869632 0.0 0.0 -0.2
C 0.636588 -5.383084 -2.906821 0.0 0.0 0.1
C 5.312323 -5.428694 1.366194 -0.3 -0.2 0.0
C -1.042967 3.029987 -3.778805 -0.3 0.2 0.0
C 1.505432 0.186960 -1.931893 -0.6 0.5 0.1
C 3.008298 4.376494 2.104548 0.2 0.1 0.0
B 0.028223 0.872957 0.185303 0.0 0.0 0.2
H 7.566699 -1.372906 1.329523 0.1 0.0 0.0
H -3.370136 3.772010 0.848641 0.0 -0.1 -0.2
H -2.366426 2.901128 -2.084346 -0.2 0.0 0.1
H 1.943377 -5.758383 1.150724 0.0 -0.1 0.0
H 3.674366 -0.287197 -3.516385 0.1 0.0 -0.1
H 0.376012 4.687871 -3.945734 0.1 0.1 0.1
H 3.669020 4.320452 1.242258 0.1 0.0 -0.1
H -2.272134 6.075230 0.759495 0.0 0.1 -0.1
H -1.237458 1.696295 -5.490537 0.0 -0.1 -0.2
H 5.411761 -0.193183 0.979914 0.0 0.1 0.0
H 2.924075 0.218454 -5.044470 0.0 0.0 -0.1
H 3.451195 3.748631 2.877446 0.0 0.0 0.1
H 0.595796 5.622321 2.384418 0.0 0.1 0.2
H -5.079179 -2.536177 -0.749150 -0.1 -0.1 0.1
H 0.953644 -5.184335 -3.919902 0.0 0.0 0.0
H -4.423311 -1.623316 1.260443 -0.2 -0.1 0.0
H -1.771412 3.571865 4.226895 0.0 -0.1 0.1
H -4.135125 4.136153 2.396736 -0.1 0.1 0.1
H -3.358429 -0.029846 -2.909529 0.1 0.0 -0.1
H 2.432805 -1.284716 -4.258536 0.1 -0.1 0.0
H -6.199709 -0.488047 0.287079 -0.1 -0.1 0.1
H -1.915023 -1.269421 3.911949 0.0 0.1 0.1
H -5.650985 -1.964623 -2.313902 -0.1 -0.1 -0.1
H -3.936593 -2.318702 -2.077280 0.0 -0.1 -0.1
H -5.075806 0.298967 -3.169694 -0.1 0.0 0.0
H -3.173417 6.435030 2.234951 -0.1 0.1 0.0
H 1.018138 -3.383291 -2.184109 0.1 0.0 -0.1
H -1.031864 4.801794 -4.991489 -0.1 0.1 0.0
H -3.379937 -2.164027 3.449296 -0.1 0.0 0.1
H -2.544599 2.858455 -5.315569 -0.1 0.1 -0.1
H 3.996497 -7.099099 1.378210 0.0 -0.1 0.0
H -1.397144 4.367831 -2.115353 0.1 0.1 0.1
H 1.591856 0.742806 4.570006 -0.1 0.2 -0.1
H -2.467372 1.457932 -4.247176 -0.1 -0.1 0.0
H 0.259197 3.695321 -5.402436 0.1 0.0 -0.1
H -1.057134 5.191147 4.204277 0.1 0.1 0.1
H 6.203179 -6.027862 1.475380 0.1 -0.1 0.0
H 3.258339 0.913099 3.954627 -0.1 0.2 0.0
H -2.763344 4.203035 -3.220633 -0.1 0.1 -0.1
H 0.185191 -7.436230 -3.290498 -0.1 -0.1 -0.1
H -6.650375 0.195691 -1.268105 -0.1 0.0 0.0
H -1.767318 -2.758982 2.997120 -0.1 0.1 0.1
H -1.437441 6.703127 2.183844 0.1 0.2 0.0
H 2.956144 0.554730 5.683422 0.0 0.0 0.0
H 7.575771 -3.851940 1.546485 0.1 -0.1 0.0
H -0.560862 -6.080761 0.702782 0.0 -0.1 0.1
H -5.654254 1.133890 -0.156008 0.0 0.1 0.0
H -4.101868 1.406275 -2.196366 0.0 0.1 -0.1
H -0.616920 -7.894001 -1.002431 -0.1 -0.1 0.0
H -3.097066 2.724378 2.241050 0.0 -0.1 0.0
H 2.969984 5.399388 2.464631 0.0 0.1 0.0
H -2.800899 4.998588 4.321733 -0.1 0.1 0.0
H 1.052682 1.693150 -4.932159 0.0 0.0 -0.2